Entry 1:
A molecular structure, C37H56BBeN9S. Source: OMol25; level of theory: ωB97M-V with the def2-TZVPD basis set.

XYZ file:
```
105
Properties=species:S:1:pos:R:3:forces:R:3
Be -0.63012 0.64892 -0.48005 -0.17 0.01 -0.54
C -0.28697 5.16472 1.59700 0.02 -0.08 0.01
C 0.24658 3.99425 0.83677 0.00 -0.19 -0.07
C 1.30243 3.94413 -0.05556 0.15 0.06 0.04
C 1.39699 2.61678 -0.47968 -0.06 0.09 0.09
N 0.42146 1.89733 0.09849 -0.55 0.21 0.33
N -0.26714 2.76140 0.92678 0.20 -0.10 -0.05
B -1.28501 2.22155 1.96050 0.20 -0.24 -0.04
N -2.37428 1.44813 1.17768 0.01 -0.22 0.04
N -2.05907 0.30667 0.46658 0.22 0.52 0.27
C -3.21806 -0.32057 0.21308 -0.09 0.13 0.05
C -4.27498 0.45587 0.70032 -0.07 -0.15 0.08
C -3.70335 1.55398 1.31283 0.13 -0.08 -0.10
C -4.37009 2.69233 2.01425 0.05 -0.04 0.01
C -3.36508 -1.69817 -0.39585 0.02 0.04 -0.10
C -3.97747 -1.58383 -1.80122 0.05 0.00 0.02
C -4.31114 -2.50760 0.50234 -0.08 -0.03 0.05
C -2.02645 -2.42617 -0.43684 0.06 0.18 0.02
N -0.57253 1.31874 2.98986 -0.28 0.25 -0.09
N 0.10881 0.19596 2.63965 -0.10 0.25 0.07
C 0.61547 -0.28489 3.76102 0.03 -0.02 0.19
C 0.25883 0.52571 4.86264 0.08 -0.11 0.07
C -0.50070 1.54012 4.32686 0.05 -0.03 -0.08
C -1.13763 2.69944 5.03214 0.05 -0.08 -0.10
C 1.46435 -1.53621 3.75898 0.01 -0.08 -0.12
C 2.69726 -1.30632 2.87206 -0.02 0.04 -0.02
C 0.64138 -2.70867 3.20079 -0.06 0.11 0.00
C 1.91425 -1.86925 5.17998 0.02 0.00 0.06
C 2.45887 2.06170 -1.39724 -0.08 -0.01 -0.10
C 3.79622 2.72417 -1.04946 0.07 0.08 0.02
C 2.08685 2.40613 -2.85018 -0.03 -0.05 0.03
C 2.60674 0.55671 -1.19211 -0.07 0.04 0.05
H 0.22368 6.06885 1.27188 0.00 0.00 0.01
H -0.13658 5.04920 2.67187 0.01 -0.01 -0.05
H -1.35654 5.28660 1.42470 0.02 0.01 0.01
H 1.94036 4.76902 -0.33674 -0.08 -0.12 0.04
H -1.78909 3.13397 2.54611 -0.01 0.01 -0.17
H -5.32904 0.22970 0.64847 0.11 0.02 0.01
H -5.44686 2.62019 1.87344 0.00 0.00 0.01
H -4.03109 3.64895 1.61474 -0.01 -0.03 0.02
H -4.15846 2.68635 3.08558 -0.01 -0.02 -0.06
H -4.94395 -1.07263 -1.76444 0.06 -0.05 0.01
H -4.13203 -2.58305 -2.22286 0.02 0.09 0.04
H -3.32299 -1.01832 -2.46655 -0.04 -0.02 0.02
H -5.30185 -2.05041 0.56593 0.07 -0.06 -0.01
H -3.90496 -2.59309 1.51483 -0.05 0.01 -0.08
H -4.42964 -3.51469 0.09069 0.01 0.08 0.03
H -1.30835 -1.89851 -1.06633 -0.12 -0.07 0.07
H -2.16014 -3.43025 -0.84756 0.05 0.05 0.00
H -1.60131 -2.51175 0.56853 -0.02 0.00 -0.13
H 0.51714 0.39857 5.90425 -0.03 0.01 -0.13
H -0.91621 2.63209 6.09661 -0.01 0.00 -0.02
H -2.22273 2.70774 4.90896 0.04 -0.01 0.00
H -0.75700 3.65580 4.66593 -0.02 -0.05 0.03
H 2.39071 -1.07368 1.84779 0.04 -0.05 0.09
H 3.33811 -2.19673 2.86220 -0.05 0.05 -0.01
H 3.29072 -0.46873 3.25213 -0.05 -0.06 -0.04
H 0.34223 -2.50864 2.16759 0.05 -0.04 0.09
H -0.26243 -2.86391 3.79714 0.06 -0.01 -0.04
H 1.22719 -3.63767 3.24420 -0.03 0.06 0.05
H 2.52215 -1.06361 5.60327 -0.06 -0.07 -0.03
H 2.51888 -2.78062 5.17176 -0.01 0.03 0.02
H 1.05632 -2.03672 5.83802 0.07 0.01 -0.04
H 3.77247 3.80373 -1.21949 0.02 -0.08 0.00
H 4.58223 2.30226 -1.68155 -0.04 0.03 0.04
H 4.06062 2.54594 -0.00267 -0.01 0.02 -0.09
H 1.96341 3.48726 -2.96774 0.04 -0.08 0.02
H 1.14645 1.92751 -3.13245 0.10 0.03 -0.01
H 2.87641 2.07296 -3.53078 -0.06 0.01 0.05
H 2.89477 0.33924 -0.15699 -0.06 -0.01 -0.12
H 3.37561 0.15659 -1.85804 -0.05 0.00 0.03
H 1.67786 0.02694 -1.40441 0.08 0.01 -0.06
C 0.16352 -1.27108 -5.93686 -0.01 -0.11 0.05
N 0.49102 -1.61677 -4.57149 0.01 0.09 0.10
C 1.81197 -1.14104 -4.20178 -0.11 0.04 -0.01
C -0.54709 -1.38844 -3.55804 0.00 0.07 -0.19
C -1.15439 0.00810 -3.39144 0.03 0.02 0.00
C -1.93691 0.47820 -4.45585 0.05 0.01 0.00
C -2.53736 1.72720 -4.44145 0.04 -0.05 0.03
C -2.36562 2.53665 -3.32806 -0.01 -0.01 -0.04
C -1.63817 2.05370 -2.25019 0.01 -0.07 0.06
C -1.02957 0.77679 -2.21298 0.04 -0.05 0.03
H 0.96196 -1.63430 -6.58934 -0.03 0.00 0.02
H 0.05621 -0.18970 -6.11096 0.02 0.01 -0.02
H -0.76565 -1.76294 -6.24020 0.03 0.04 0.03
H 2.55091 -1.58483 -4.87506 -0.03 0.01 0.01
H 2.04890 -1.45741 -3.18535 -0.03 0.00 -0.07
H 1.91594 -0.04681 -4.26830 -0.02 0.01 0.03
H -0.09927 -1.69800 -2.62013 -0.02 -0.03 0.06
H -1.36220 -2.09059 -3.78123 0.02 0.04 0.02
H -2.09547 -0.16542 -5.31538 0.01 0.06 0.07
H -3.13446 2.05771 -5.28531 0.05 -0.02 0.06
H -2.81039 3.52619 -3.29070 0.03 -0.06 0.01
H -1.55843 2.71444 -1.38506 0.00 -0.05 -0.02
S 1.30120 -2.64752 -0.67955 0.24 -0.33 0.13
C 2.68100 -3.49751 -0.33729 0.21 0.01 0.07
N 2.73555 -4.24210 0.83258 0.11 0.04 -0.22
C 3.80120 -4.97099 1.21484 -0.16 -0.01 0.13
C 4.90272 -5.00330 0.43029 0.18 -0.03 -0.08
C 4.83899 -4.23079 -0.75149 -0.31 0.23 -0.14
N 3.80518 -3.51650 -1.12376 0.14 -0.13 0.08
H 1.91086 -4.17598 1.40940 -0.09 -0.02 0.12
H 3.72009 -5.50449 2.15198 -0.07 0.03 0.01
H 5.77724 -5.57754 0.69598 -0.05 0.03 -0.01
H 5.69804 -4.20444 -1.41822 -0.06 0.01 0.02
```
Forces are in eV/Å.

2S+1: 1
Charge: 0
Frontier orbital gap: 7.35 eV
Electronic energy: -2374.25216 Eh

Mulliken population analysis, charges in e, atoms 1 to 8:
1. Be -3.73
2. C -1.35
3. C 0.40
4. C -1.04
5. C -0.10
6. N 1.09
7. N 0.69
8. B -1.11

---

Entry 2:
5 unconnected molecules or ions with the total composition C37H56Cl8N2O5 at a distorted geometry. Source: OMol25; level of theory: ωB97M-V with the def2-TZVPD basis set.

XYZ file:
```
108
Properties=species:S:1:pos:R:3:forces:R:3
C 0.32120 -1.78164 4.64420 -0.56 -0.15 0.03
C 1.57999 -1.66463 3.65128 -0.09 0.98 -0.12
C 2.92795 -1.17432 4.39505 2.26 -2.09 3.28
O 3.46317 -1.84040 5.33214 -2.59 2.50 -4.02
O 3.60258 0.05771 4.03351 -1.16 -1.79 -0.60
C 4.85470 -0.25021 3.35573 0.78 -0.90 -0.61
C 5.39960 0.98790 2.44204 0.10 -1.92 -0.72
C 5.12933 0.53208 0.91344 -0.40 -0.54 -2.71
C 3.70100 0.64224 0.23935 2.56 -1.69 -2.16
C 2.41870 1.23551 1.00615 0.22 0.14 -0.26
C 1.80381 2.56321 0.31913 -0.08 0.54 -0.20
C 2.81320 3.33077 -0.66956 -0.74 0.33 0.76
O 2.33689 4.71989 -0.76954 -0.19 -0.89 -1.69
C 1.67206 4.88739 -2.05850 -0.26 -0.14 -0.29
C 3.59354 0.12246 -1.24435 2.33 0.20 0.95
C 2.19614 0.11423 -2.07149 1.56 -1.17 -0.39
C 1.81439 -1.46680 -2.24502 -0.36 0.29 1.74
C 0.25601 -1.77196 -1.88579 1.20 -0.96 -1.50
C 0.16398 -3.35010 -1.53915 0.10 -0.08 0.00
C -0.54831 -3.68542 -0.14105 0.09 -0.23 -0.19
C -2.07242 -3.17944 0.00001 0.30 -1.18 0.43
C -2.90719 -3.10871 -1.37365 -0.84 0.71 0.68
C -3.16450 -1.57457 -1.78285 -0.84 -0.02 -0.19
C -4.64129 -1.31597 -2.43176 0.99 0.93 0.46
C -4.86483 0.30295 -2.32447 0.94 -1.28 0.84
C -5.39586 0.57875 -0.83658 -0.60 1.60 -0.66
C -5.56095 2.17850 -0.57257 0.18 -1.86 -0.41
N -6.00386 2.32331 0.84435 -1.47 2.01 3.93
C -6.33134 1.34513 1.85701 -0.66 0.69 2.74
C -6.71458 1.92523 3.25242 1.63 2.59 -5.51
C -6.61134 3.46730 2.97835 0.88 -2.86 -3.39
C -6.18901 3.61877 1.47685 -0.94 -0.90 3.74
C 4.82801 -0.46839 -2.03439 0.96 0.63 2.58
C 6.23632 -0.58841 -1.39908 -5.04 1.57 1.75
C 6.27946 -0.07034 0.07326 -0.09 -0.70 -1.82
C 7.80284 -0.37265 0.41388 1.26 0.35 2.05
O 8.47021 -0.28313 1.47207 -2.80 0.06 -3.50
N 8.51898 -0.91182 -0.78786 -1.45 0.62 -2.06
C 7.61358 -1.16348 -1.94721 -1.13 -0.49 -0.32
O 7.88160 -1.71082 -3.05216 -0.91 2.52 4.55
H 0.48051 -2.53446 5.50171 0.06 1.29 -1.37
H -0.00759 -0.76834 5.08719 0.73 -1.59 -0.71
H -0.57986 -2.18548 4.04118 1.49 0.70 0.84
H 1.71286 -2.70046 3.15648 0.28 1.77 0.88
H 1.35193 -0.88134 2.82927 0.33 -1.40 1.33
H 5.65176 -0.61630 4.10102 -1.26 0.84 -0.94
H 4.64422 -1.15635 2.66223 0.51 1.50 0.95
H 6.54534 0.98549 2.58847 -1.92 0.36 -0.26
H 4.90907 1.98223 2.70902 0.72 -1.44 -0.38
H 2.73504 1.49584 2.07890 -0.48 -0.55 -1.64
H 1.54571 0.47582 1.06577 1.72 0.93 -0.11
H 1.47326 3.30103 1.14853 0.72 -1.19 -1.37
H 0.84216 2.35614 -0.29389 1.54 0.10 1.08
H 2.77048 2.84600 -1.70935 0.48 0.60 1.57
H 3.86978 3.39129 -0.23820 -1.41 -0.32 -0.73
H 1.22476 5.93046 -2.20104 0.81 -1.39 0.65
H 2.41248 4.70756 -2.91834 -1.03 0.19 1.17
H 0.81408 4.13131 -2.12171 1.07 0.97 -0.14
H 2.40236 0.49204 -3.14753 -0.37 -0.16 1.93
H 1.37507 0.71700 -1.55960 1.21 -0.92 -0.73
H 2.43487 -2.04422 -1.45824 -0.91 0.92 -1.27
H 2.13069 -1.88328 -3.26204 -0.69 0.69 1.34
H -0.31749 -1.60741 -2.87903 0.61 0.03 1.92
H -0.13293 -1.09597 -1.05207 0.56 -0.93 -1.14
H 1.22279 -3.82023 -1.48279 -1.64 0.93 -0.11
H -0.33044 -3.85615 -2.45235 0.57 0.56 1.72
H 0.08584 -3.24937 0.72666 -0.98 -0.59 -1.45
H -0.52079 -4.82436 0.00418 -0.03 1.60 -0.28
H -2.07173 -2.20438 0.60728 -0.24 -1.23 -1.23
H -2.60623 -3.95800 0.67411 0.91 1.33 -0.97
H -3.94494 -3.57219 -1.14220 1.64 0.78 -0.47
H -2.47698 -3.72410 -2.23273 -0.37 0.88 1.30
H -3.05316 -0.92958 -0.82816 -0.30 -1.03 -1.54
H -2.42044 -1.14832 -2.53706 -0.85 -0.80 1.05
H -4.63690 -1.68521 -3.51619 -0.17 0.50 1.58
H -5.44990 -1.84439 -1.81469 1.13 0.63 -1.01
H -3.79580 0.74415 -2.40736 -1.84 -0.39 -0.11
H -5.52933 0.71184 -3.15684 0.77 -0.46 1.34
H -4.70216 0.19200 -0.01087 -1.01 0.24 -1.44
H -6.46305 0.14672 -0.73462 1.81 0.44 -0.01
H -6.33474 2.54454 -1.33906 1.01 -0.21 1.44
H -4.56347 2.72756 -0.73353 -1.54 -0.80 0.34
H -6.32086 0.22046 1.68752 0.16 2.02 -0.23
H -6.98056 1.34718 4.19892 0.45 1.07 -1.81
H -6.80660 4.31067 3.73262 0.39 -1.44 -1.58
H -6.04453 4.63246 0.96490 -0.12 -2.03 0.57
H 4.69054 -0.83370 -3.12637 0.24 1.06 2.94
H 9.16320 -0.22421 -1.21981 0.32 -0.65 1.13
Cl -6.76924 -1.29345 3.71146 0.06 -0.40 0.12
C -7.12221 -1.72338 5.38948 0.06 -0.25 0.17
Cl -8.42112 -0.72115 6.04547 -0.18 -0.37 -0.31
H -7.42578 -2.76845 5.43093 -0.03 0.21 -0.07
H -6.22445 -1.57594 5.98883 -0.15 0.11 -0.12
Cl 4.58736 0.72865 -6.89342 0.04 0.03 0.00
C 5.38397 -0.64445 -6.11544 0.36 -0.06 -0.12
Cl 4.31591 -1.41999 -4.93901 -0.24 -0.53 -1.35
H 5.65903 -1.37249 -6.87710 -0.17 0.09 0.13
H 6.27790 -0.29144 -5.60244 -0.22 -0.02 0.03
Cl -7.10441 1.24152 8.07301 0.16 0.42 0.34
C -7.77014 1.05933 9.70008 -0.07 0.22 0.11
Cl -7.48935 -0.56950 10.32716 -0.05 0.01 0.08
H -7.29148 1.78035 10.36118 0.02 -0.19 -0.12
H -8.84273 1.24526 9.66603 0.17 -0.13 -0.08
Cl 3.05678 0.19085 -11.40808 -0.07 0.01 0.09
C 4.23431 1.27133 -10.65261 -0.02 0.09 0.22
Cl 5.66366 1.47283 -11.67283 0.04 0.07 0.07
H 3.77154 2.24469 -10.49552 0.06 -0.16 -0.15
H 4.53917 0.84864 -9.69642 -0.02 -0.02 -0.24
```
Forces are in eV/Å.

2S+1: 1
Charge: 0
Frontier orbital gap: 6.63 eV
Electronic energy: -5610.18330 Eh

Mulliken population analysis, charges in e, atoms 1 to 8:
1. C -1.08
2. C 0.38
3. C 0.44
4. O -0.57
5. O -0.32
6. C -0.46
7. C -0.93
8. C 0.36

---

Question: Among the records above, which one has the highest electronic energy?
Answer: C37H56BBeN9S

---

Question: The lowest electronic energy belongs to which entry?
Answer: C37H56Cl8N2O5